[1]
Below is a structure of composition C5H8O2, with properties calculated with wB97M-V/def2-TZVPD.

Structure (XYZ):
```
15
C5H8O2 (wB97M-V/def2-TZVPD)
C 0.578 1.241 1.270
C 1.131 0.364 0.184
O 1.037 -1.039 0.247
C -0.268 -1.516 0.007
C -0.889 -0.979 -1.221
O -1.312 0.541 -0.293
C -0.099 1.212 -0.092
H 0.047 0.761 2.086
H 1.162 2.117 1.562
H 2.075 0.651 -0.273
H -1.006 -0.837 0.521
H -0.358 -2.573 0.274
H -0.314 -0.540 -2.027
H -1.810 -1.501 -1.527
H 0.023 2.098 -0.718
```

Summary:
Spin multiplicity: 1
Relative energy (zero: lowest compared OMol25 entry of this formula, charge and spin): 443.1 kJ/mol
LUMO level: 0.92 eV
Kohn-Sham gap: 10.10 eV

Results of the Löwdin charge analysis, in e, for atoms 1 through 4: -0.026 -0.266 -0.077 -0.231



[2]
Below is a structure of composition C5H8O2, with properties calculated with wB97M-V/def2-TZVPD.

Structure (XYZ):
```
15
C5H8O2 (wB97M-V/def2-TZVPD)
C 0.426 -1.204 -1.161
C 0.032 -0.235 -0.064
C 0.213 -0.757 1.342
C 0.255 1.947 -0.291
C -1.158 1.607 -0.291
O -2.097 2.354 -0.343
O -1.272 0.231 -0.312
H 0.345 -0.729 -2.142
H 1.435 -1.606 -1.028
H -0.289 -2.037 -1.128
H -0.059 -0.008 2.088
H -0.452 -1.620 1.464
H 1.239 -1.093 1.520
H 0.589 2.421 0.641
H 0.791 0.727 -0.294
```

Summary:
Spin multiplicity: 1
Relative energy (zero: lowest compared OMol25 entry of this formula, charge and spin): 361.9 kJ/mol
LUMO level: -0.39 eV
Kohn-Sham gap: 8.74 eV

Results of the Löwdin charge analysis, in e, for atoms 1 through 4: -0.006 -0.443 -0.011 0.167



[3]
Below is the molecule C5H8O2, with properties calculated with wB97M-V/def2-TZVPD.

Structure (XYZ):
```
15
C5H8O2 (wB97M-V/def2-TZVPD)
C -1.042 1.220 0.075
C -0.452 -0.145 0.301
O -0.661 -0.713 1.527
C -0.449 -1.112 -0.801
C 0.979 -0.757 -0.468
O 1.694 0.101 -1.260
C 1.592 0.837 -0.018
H -0.725 1.622 -0.887
H -2.135 1.121 0.092
H -0.715 1.925 0.842
H -0.483 -0.057 2.213
H -0.711 -2.135 -0.536
H -0.815 -0.781 -1.769
H 1.532 -1.524 0.079
H 2.391 0.368 0.621
```

Summary:
Spin multiplicity: 1
Relative energy (zero: lowest compared OMol25 entry of this formula, charge and spin): 545.7 kJ/mol
LUMO level: 0.79 eV
Kohn-Sham gap: 8.86 eV

Results of the Löwdin charge analysis, in e, for atoms 1 through 4: -0.042 -0.477 0.056 -0.015



[4]
Below is the molecule C5H8O2, with properties calculated with wB97M-V/def2-TZVPD.

Structure (XYZ):
```
15
C5H8O2 (wB97M-V/def2-TZVPD)
C 0.096 1.059 1.274
C 0.318 0.505 -0.124
O 0.819 1.448 -1.017
C 1.085 -0.774 -0.205
C -1.043 -1.444 -0.065
C -0.871 -0.191 -0.755
O -1.193 0.084 -1.903
H 1.015 1.510 1.658
H -0.679 1.828 1.225
H -0.230 0.289 1.984
H 0.280 1.249 -1.813
H 1.366 -1.054 -1.218
H 1.921 -0.903 0.508
H -1.745 -2.138 -0.562
H -1.140 -1.469 1.015
```

Summary:
Spin multiplicity: 1
Relative energy (zero: lowest compared OMol25 entry of this formula, charge and spin): 315.7 kJ/mol
LUMO level: -0.43 eV
Kohn-Sham gap: 9.20 eV

Results of the Löwdin charge analysis, in e, for atoms 1 through 4: 0.002 -0.624 0.012 0.167



[5]
Below is the molecule C5H8O2, with properties calculated with wB97M-V/def2-TZVPD.

Structure (XYZ):
```
15
C5H8O2 (wB97M-V/def2-TZVPD)
O -1.931 -0.259 -1.511
C -0.605 0.091 -1.866
C 0.457 -0.178 -0.896
C 0.007 -0.805 0.367
C 0.849 -0.343 1.559
C 1.003 1.166 1.550
O 1.666 1.791 2.337
H -2.526 0.073 -2.194
H -0.493 1.182 -2.035
H -0.291 -0.371 -2.818
H 0.448 1.690 0.735
H -1.071 -0.766 0.571
H 0.235 -1.866 0.147
H 1.856 -0.773 1.539
H 0.395 -0.634 2.514
```

Summary:
Spin multiplicity: 1
Relative energy (zero: lowest compared OMol25 entry of this formula, charge and spin): 415.6 kJ/mol
LUMO level: -0.06 eV
Kohn-Sham gap: 8.74 eV

Results of the Löwdin charge analysis, in e, for atoms 1 through 4: -0.079 -0.327 0.066 -0.262



[6]
Below is a cluster of 2 separate species, C5H8O2 in total, with properties calculated with wB97M-V/def2-TZVPD.

Structure (XYZ):
```
15
C5H8O2 (wB97M-V/def2-TZVPD)
C -1.637 -1.165 -0.072
C -0.389 -0.725 0.063
C 0.587 -0.425 1.192
C 1.654 0.007 0.145
C 0.623 -0.271 -0.954
O 0.601 -0.145 -2.152
H -2.068 -1.265 -1.065
H -2.257 -1.431 0.779
H 0.260 0.387 1.845
H 0.862 -1.291 1.801
H 1.954 1.057 0.189
H 2.545 -0.626 0.088
O -0.743 2.202 -0.347
H -1.423 1.531 -0.213
H -0.570 2.159 -1.297
```

Summary:
Spin multiplicity: 1
Structure (SMILES): C=C1CCC1=O.O
Relative energy (zero: lowest compared OMol25 entry of this formula, charge and spin): 152.9 kJ/mol
LUMO level: -0.02 eV
Kohn-Sham gap: 9.75 eV

Results of the Löwdin charge analysis, in e, for atoms 1 through 4: 0.095 -0.258 -0.118 -0.076